ORCA calculation (the ωB97M-V functional and the def2-TZVPD basis) on C5H9NO in the gas phase at a distorted geometry.

Results
Energy   -8865.501 eV
E_LUMO   0.9 eV
M   99.13 g mol⁻¹
F_max   2.09 eV Å⁻¹
Frontier orbital gap   10.450 eV
HOMO   -9.6 eV

XYZ file:
```
16
Properties=species:S:1:pos:R:3:forces:R:3
C 1.874032 -0.040136 0.614764 0.1 -0.1 0.0
C 0.892165 -0.218619 -0.510532 0.7 0.0 -0.3
N 0.018019 -1.423654 -0.458729 0.2 -0.3 -0.1
C -1.219177 0.363995 0.881184 -0.4 1.8 -0.3
C -0.517884 -0.044427 -0.298762 0.4 -1.7 0.4
O -1.521237 1.729682 0.339101 -0.7 0.1 2.0
C -1.014188 -0.856283 -1.367452 -0.2 -0.3 -0.6
H 2.760716 -0.635319 0.396436 0.1 0.1 0.1
H 2.178317 1.010258 0.709527 -0.1 -0.2 -0.1
H 1.472216 -0.375422 1.576650 0.0 0.0 -0.2
H 1.268234 0.042267 -1.496387 0.1 0.0 -0.1
H -0.609497 0.299683 1.803583 -0.4 0.6 -0.4
H -2.136947 -0.234121 1.038705 0.2 0.8 -0.2
H -0.711406 2.268284 0.370951 -0.4 -0.5 0.1
H -0.724952 -0.633196 -2.388503 0.0 0.0 -0.1
H -2.014912 -1.261194 -1.231224 0.2 -0.2 -0.1
```
Forces are in eV/Å.